# 1
132
Properties=species:S:1:pos:R:3:lowdin_charge:R:1 method="wB97M-V/def2-TZVPD" e_lumo_ha=0.0067 e_above_lowest_ev=1.625 smiles="O=C1CCCO1.O=C1CCCO1.O=C1CCCO1.O=C1CCCO1.O=C1CCCO1.O=C1CCCO1.O=C1CCCO1.O=C1CCCO1.O=C1CCCO1.O=C1CCCO1.O=C1CCCO1" homo_lumo_gap_ev=9.668 homo_ev=-9.5
O -3.0542 -17.1024 -9.6224 0.07
C -3.5799 -15.9782 -9.5149 -0.41
O -4.2521 -15.6293 -8.4215 0.05
C -5.0239 -14.4948 -8.6985 -0.17
C -4.2409 -13.7384 -9.7425 -0.14
C -3.6291 -14.8598 -10.5630 -0.07
H -5.0484 -13.9383 -7.7978 0.12
H -6.0260 -14.8911 -8.9029 0.14
H -3.5281 -13.1160 -9.2052 0.13
H -4.8437 -13.1444 -10.4271 0.12
H -2.6866 -14.6644 -11.1101 0.11
H -4.3783 -15.1799 -11.2962 0.13
O -8.3593 -20.9518 -12.1492 0.14
C -9.0578 -21.4344 -11.3479 -0.48
O -9.3833 -20.7859 -10.1853 0.00
C -10.3664 -21.5197 -9.4287 -0.15
C -10.2833 -22.9248 -9.9507 -0.17
C -9.7688 -22.8250 -11.3790 -0.04
H -11.2743 -20.9846 -9.6388 0.12
H -10.1340 -21.4296 -8.4017 0.11
H -11.2415 -23.4382 -9.8104 0.12
H -9.5825 -23.5039 -9.3348 0.12
H -10.5788 -22.8424 -12.0874 0.12
H -8.9760 -23.5732 -11.6070 0.13
O -11.6864 -20.8052 -15.9634 0.07
C -11.1051 -19.8764 -16.5153 -0.50
O -10.1218 -19.1528 -15.9508 0.01
C -9.5697 -18.1398 -16.9285 -0.07
C -10.5792 -18.0886 -18.0796 -0.12
C -11.3839 -19.3797 -17.8821 -0.08
H -8.6022 -18.4562 -17.2231 0.10
H -9.5288 -17.2340 -16.3641 0.10
H -10.1771 -18.1857 -19.1000 0.10
H -11.2912 -17.1674 -18.0581 0.15
H -10.9571 -20.0437 -18.5786 0.12
H -12.4358 -19.4060 -18.0363 0.12
O -9.3612 -16.1643 -13.9738 0.09
C -10.2015 -16.9659 -13.6047 -0.52
O -11.2839 -17.1642 -14.3205 0.04
C -12.0623 -18.2417 -13.7843 -0.16
C -11.2831 -18.8536 -12.6757 -0.12
C -10.2013 -17.7601 -12.3450 -0.04
H -12.2473 -19.0050 -14.5707 0.11
H -13.0557 -17.8052 -13.5275 0.14
H -10.7116 -19.6883 -13.1130 0.11
H -12.0239 -19.1762 -11.9723 0.11
H -9.2618 -18.2789 -12.2179 0.08
H -10.3477 -17.1855 -11.4252 0.13
O -3.9486 -22.2708 -15.2639 0.13
C -4.2615 -22.4678 -14.1317 -0.43
O -3.2997 -22.3568 -13.0996 0.00
C -3.9372 -22.6425 -11.8436 -0.17
C -5.3455 -23.1873 -12.1327 -0.13
C -5.6155 -22.7471 -13.5679 -0.06
H -3.8968 -21.7357 -11.2413 0.10
H -3.3888 -23.3973 -11.2417 0.13
H -5.9939 -22.7303 -11.3917 0.10
H -5.3228 -24.2651 -12.0765 0.11
H -6.0577 -21.7436 -13.6603 0.12
H -6.1244 -23.5101 -14.1111 0.12
O -0.6231 -15.2499 -11.8473 0.09
C -0.7558 -16.4112 -12.1773 -0.47
O 0.2291 -17.3241 -12.0911 0.03
C -0.1747 -18.6248 -12.5854 -0.13
C -1.6918 -18.5465 -12.6277 -0.15
C -1.9586 -17.0647 -12.8667 -0.06
H 0.1924 -19.4039 -11.9234 0.12
H 0.1344 -18.7674 -13.6438 0.12
H -2.1086 -18.9200 -11.7289 0.09
H -2.1584 -19.1812 -13.4615 0.12
H -2.8884 -16.6661 -12.5806 0.08
H -1.7621 -16.7770 -13.9155 0.14
O -7.6545 -17.9287 -19.8832 0.10
C -6.5780 -17.5384 -19.4826 -0.44
O -6.0148 -18.0563 -18.3507 0.01
C -4.8608 -17.3366 -17.9898 -0.21
C -4.3288 -16.7430 -19.2561 -0.13
C -5.6454 -16.5084 -20.0144 -0.06
H -4.1900 -18.0840 -17.5304 0.10
H -5.1632 -16.6628 -17.1625 0.12
H -3.6323 -17.4390 -19.7539 0.13
H -3.6979 -15.8774 -19.0297 0.12
H -5.4505 -16.5403 -21.0582 0.12
H -6.0858 -15.5616 -19.7993 0.13
O 1.7448 -20.0886 -6.6344 0.08
C 0.8722 -19.6412 -7.3732 -0.44
O 0.8429 -18.3654 -7.8824 0.01
C -0.4004 -18.0631 -8.5383 -0.14
C -1.0034 -19.4524 -8.8498 -0.15
C -0.4579 -20.3019 -7.7075 -0.08
H -0.1392 -17.4612 -9.4547 0.13
H -1.0872 -17.5223 -7.8393 0.13
H -0.6265 -19.8493 -9.7734 0.09
H -2.0729 -19.3105 -8.9721 0.08
H -0.3069 -21.3639 -7.8364 0.12
H -1.0486 -20.2117 -6.7723 0.13
O -2.7649 -19.9675 -17.6412 0.08
C -1.9327 -20.6351 -17.0227 -0.52
O -1.0741 -20.0864 -16.1600 0.04
C -0.2788 -21.1415 -15.6124 -0.13
C -0.9483 -22.4938 -15.9689 -0.10
C -1.6933 -22.0164 -17.2063 -0.11
H -0.2317 -20.9630 -14.5721 0.10
H 0.7275 -21.0583 -16.1152 0.15
H -1.6417 -22.8248 -15.2277 0.08
H -0.1676 -23.2108 -16.1497 0.11
H -2.6591 -22.4624 -17.2636 0.12
H -1.1868 -22.0869 -18.1600 0.15
O -5.6849 -19.9890 -11.9025 0.08
C -5.5476 -19.2931 -12.8892 -0.47
O -4.4674 -19.2547 -13.6686 -0.01
C -4.7229 -18.5634 -14.9054 -0.15
C -5.8617 -17.6005 -14.5904 -0.13
C -6.6694 -18.4364 -13.5665 -0.06
H -5.0423 -19.3105 -15.6032 0.12
H -3.7392 -18.0967 -15.1205 0.13
H -6.4341 -17.2991 -15.5114 0.11
H -5.4426 -16.7153 -14.0378 0.13
H -7.3796 -19.2479 -13.9303 0.14
H -7.2434 -17.9258 -12.7311 0.13
O -3.4506 -19.4754 -6.3258 0.15
C -4.4632 -19.5509 -6.9316 -0.47
O -5.6577 -19.1295 -6.3341 0.00
C -6.8075 -19.4702 -7.1900 -0.14
C -6.2719 -20.4116 -8.2656 -0.15
C -4.8058 -20.0438 -8.2646 -0.10
H -7.2395 -18.5234 -7.6035 0.13
H -7.6218 -19.9255 -6.6237 0.11
H -6.7524 -20.2427 -9.2409 0.10
H -6.4727 -21.4652 -8.0232 0.12
H -4.5587 -19.2137 -8.9341 0.13
H -4.2059 -20.9010 -8.4813 0.12

# 2
143
Properties=species:S:1:pos:R:3:lowdin_charge:R:1 method="wB97M-V/def2-TZVPD" e_lumo_ha=0.0021 e_above_lowest_ev=10.175 smiles="C[C@H]1COC(=O)O1.C[C@H]1COC(=O)O1.C[C@H]1COC(=O)O1.C[C@H]1COC(=O)O1.C[C@H]1COC(=O)O1.C[C@H]1COC(=O)O1.C[C@H]1COC(=O)O1.C[C@H]1COC(=O)O1.C[C@H]1COC(=O)O1.C[C@H]1COC(=O)O1.C[C@H]1COC(=O)O1" homo_lumo_gap_ev=10.244 homo_ev=-10.2
C -12.8001 6.3294 -1.9504 0.00
C -14.2634 5.8609 -1.9996 -0.30
C -14.7820 4.7936 -1.0196 -0.16
O -16.0870 5.1313 -0.8049 0.09
C -16.2114 6.4426 -1.2543 -0.51
O -17.1718 7.2004 -0.9356 0.09
O -15.0802 6.9131 -1.6016 0.11
H -12.5339 6.6548 -0.9448 0.09
H -12.5905 7.2835 -2.4340 0.08
H -12.2006 5.5248 -2.3763 0.09
H -14.6126 5.6102 -3.0012 0.16
H -14.1470 4.5675 -0.1629 0.14
H -14.6322 3.8541 -1.5515 0.13
C -23.8044 -5.0191 -10.1991 -0.04
C -25.2187 -4.5990 -10.0083 -0.32
C -26.2547 -5.6933 -9.6205 -0.09
O -26.9419 -5.1225 -8.5343 0.06
C -26.3462 -3.9650 -8.1371 -0.54
O -26.7761 -3.2785 -7.2805 0.18
O -25.2208 -3.7162 -8.8853 0.08
H -23.4607 -5.9039 -9.6632 0.09
H -23.1461 -4.2276 -9.8408 0.09
H -23.5282 -5.0753 -11.2520 0.09
H -25.4640 -4.0664 -10.9270 0.15
H -25.7296 -6.5707 -9.2431 0.12
H -26.9062 -6.0347 -10.4249 0.13
C -17.0317 7.8766 5.6447 0.01
C -18.4305 7.2281 6.0301 -0.34
C -18.6019 5.7495 5.8860 -0.05
O -19.7185 5.5521 6.8328 0.05
C -19.6930 6.4956 7.7731 -0.50
O -20.3094 6.4215 8.8701 0.09
O -18.8884 7.4832 7.3112 0.08
H -16.8990 7.6885 4.5793 0.08
H -16.2522 7.3094 6.1535 0.08
H -16.9624 8.9166 5.9636 0.08
H -19.2290 7.6653 5.4306 0.15
H -17.8216 4.9941 5.9786 0.14
H -19.1722 5.4823 4.9963 0.13
C -21.5597 7.1947 -5.7809 -0.02
C -21.6488 6.2806 -7.0426 -0.28
C -20.8948 4.9420 -6.9236 -0.09
O -21.9119 4.0269 -7.2911 0.09
C -23.0705 4.5640 -7.5620 -0.60
O -24.0267 3.9926 -7.9968 0.16
O -23.0252 5.9007 -7.3506 0.09
H -21.9609 6.6985 -4.8972 0.09
H -21.9915 8.1901 -5.8852 0.08
H -20.5161 7.4435 -5.5883 0.08
H -21.1378 6.7206 -7.8990 0.14
H -20.5837 4.8216 -5.8859 0.13
H -20.0488 4.9780 -7.6099 0.13
C -29.7587 -0.7577 2.4217 -0.02
C -31.0429 -1.2395 1.7544 -0.38
C -30.8256 -1.5469 0.2587 -0.12
O -31.9334 -2.3207 -0.0435 0.06
C -32.3001 -2.9965 1.0749 -0.39
O -33.2354 -3.8032 1.2876 0.11
O -31.5230 -2.4693 2.1952 0.04
H -29.0537 -1.5835 2.5168 0.09
H -30.0283 -0.3245 3.3849 0.08
H -29.3067 0.0547 1.8526 0.08
H -31.8838 -0.5672 1.9248 0.16
H -29.9693 -2.1990 0.0870 0.15
H -30.7896 -0.6137 -0.3035 0.14
C -11.8223 -2.0429 -8.6739 -0.02
C -12.4950 -0.9996 -7.7630 -0.27
C -12.3642 -1.0515 -6.2391 -0.06
O -11.9906 0.2998 -5.9900 0.05
C -11.7853 1.0674 -7.0492 -0.56
O -11.4182 2.2675 -6.9641 0.09
O -11.9067 0.2908 -8.0898 0.09
H -11.8910 -1.6288 -9.6798 0.09
H -12.3860 -2.9755 -8.6512 0.08
H -10.7891 -2.2419 -8.3894 0.09
H -13.5309 -1.0134 -8.1018 0.15
H -11.5610 -1.6758 -5.8479 0.14
H -13.3226 -1.2608 -5.7640 0.13
C -19.5301 -6.7596 -1.2205 -0.01
C -18.0226 -6.6582 -0.9448 -0.32
C -17.4758 -5.4687 -0.2085 -0.16
O -17.2824 -5.9996 1.0030 0.11
C -17.3435 -7.3319 0.9566 -0.60
O -17.0596 -8.0444 1.8622 0.17
O -17.7092 -7.8112 -0.2090 0.12
H -20.2006 -6.3327 -0.4748 0.09
H -19.7956 -7.8159 -1.2638 0.09
H -19.7653 -6.1796 -2.1128 0.08
H -17.5141 -6.6918 -1.9083 0.15
H -18.1625 -4.6244 -0.1477 0.14
H -16.6171 -4.9535 -0.6390 0.14
C -25.8720 6.8842 5.3488 -0.02
C -27.0843 6.7799 6.3633 -0.27
C -27.0980 5.8449 7.6397 -0.05
O -27.2571 6.7567 8.6950 0.12
C -27.2157 7.9420 8.2922 -0.56
O -27.1555 8.9345 9.0761 0.08
O -27.1448 8.0758 6.9252 0.06
H -26.0294 7.6066 4.5479 0.08
H -25.8192 5.8509 5.0060 0.08
H -24.9212 7.2283 5.7558 0.08
H -27.8883 6.7201 5.6296 0.14
H -26.2464 5.1886 7.8196 0.14
H -27.9360 5.1608 7.5063 0.13
C -25.7798 11.7558 -0.7881 0.00
C -26.7465 10.7199 -1.4441 -0.31
C -26.3207 10.2726 -2.7772 -0.11
O -26.3380 8.8714 -2.6651 0.11
C -26.5350 8.4345 -1.4707 -0.60
O -26.7574 7.2775 -1.1122 0.12
O -26.7134 9.4948 -0.7262 0.09
H -26.1719 11.8739 0.2221 0.08
H -25.7195 12.7356 -1.2618 0.09
H -24.8019 11.2899 -0.6670 0.09
H -27.7981 10.9739 -1.3108 0.16
H -25.3386 10.6588 -3.0503 0.14
H -27.0291 10.7114 -3.4799 0.14
C -22.7700 1.7139 -1.2561 -0.02
C -22.3326 0.3102 -1.4681 -0.34
C -23.0368 -0.4120 -2.6393 -0.13
O -22.0631 -1.1254 -3.2481 0.10
C -20.8919 -0.6068 -2.9806 -0.51
O -19.8681 -0.6596 -3.6663 0.12
O -21.0555 0.3495 -2.0104 0.07
H -23.6532 1.7517 -0.6185 0.09
H -22.8763 2.2579 -2.1947 0.10
H -22.0068 2.2882 -0.7311 0.09
H -22.3739 -0.3757 -0.6219 0.16
H -23.6043 0.1982 -3.3420 0.15
H -23.6968 -1.1883 -2.2524 0.14
C -30.5639 -7.2985 -3.6309 0.00
C -29.4969 -8.0712 -2.8503 -0.34
C -28.1988 -8.2817 -3.5867 -0.11
O -27.3862 -7.3364 -3.0082 0.08
C -27.9087 -6.8284 -1.9151 -0.56
O -27.3048 -6.0358 -1.1417 0.09
O -29.1098 -7.2707 -1.8146 0.12
H -30.0679 -6.3723 -3.9210 0.10
H -31.4484 -7.0118 -3.0621 0.09
H -30.8576 -7.7854 -4.5609 0.09
H -29.7896 -9.0633 -2.5066 0.16
H -28.1190 -8.2211 -4.6720 0.15
H -27.7342 -9.1675 -3.1537 0.14

# 3
124
Properties=species:S:1:pos:R:3:lowdin_charge:R:1 method="wB97M-V/def2-TZVPD" charge=+4 e_lumo_ha="-0.4067 / -0.4570" multiplicity=3 homo_lumo_gap_ev="6.199 / 4.823" homo_ev="-17.3 / -17.3"
Re 0.9159 -0.5833 0.4251 0.34
C 2.0152 3.3393 0.0873 -0.09
C 2.0947 2.8957 1.5517 -0.48
C 3.5381 2.8193 2.0584 -0.07
P 1.0836 1.3775 1.8940 0.92
C -0.5846 2.0832 2.0753 -0.36
N -1.1571 2.3257 0.7749 -0.21
Ge -0.6828 1.1912 -0.6634 0.89
N 0.2440 1.7595 -2.3650 -0.08
C 1.4900 1.1234 -2.7426 -0.32
P 1.8916 -0.4186 -1.8056 0.90
C 1.5942 -1.7399 -3.0714 -0.50
C 2.5670 -2.9144 -2.9705 -0.09
C 0.1342 -2.1912 -3.0094 -0.10
C 3.7140 -0.3606 -1.6091 -0.55
C 4.4313 0.1393 -2.8693 -0.07
C 4.1421 0.4226 -0.3668 -0.12
C -0.0326 2.9423 -2.8991 -0.20
C 0.8113 3.6314 -3.8268 0.04
C 0.4903 4.8980 -4.2160 0.00
C -0.6598 5.5311 -3.6960 0.05
C -1.5190 4.8608 -2.8067 0.04
C -1.2383 3.5768 -2.4508 -0.13
N -2.0869 2.7246 -1.6482 -0.04
C -2.7995 3.4162 -0.5671 -0.16
C -3.9326 4.2043 -0.7420 -0.01
C -4.4750 4.8727 0.3350 -0.04
C -3.8896 4.7221 1.5847 -0.02
C -2.7904 3.8914 1.7633 0.01
C -2.2267 3.2201 0.6801 -0.24
C -2.9910 1.9319 -2.4716 -0.12
C -3.7446 2.4383 -3.4905 0.03
C -4.6641 1.6096 -4.1548 0.05
C -4.8063 0.2523 -3.7990 0.00
C -4.0317 -0.2816 -2.8114 0.05
C -3.0836 0.5428 -2.1266 -0.18
N -2.2325 0.0921 -1.2174 -0.08
C -2.3250 -1.2810 -0.7679 -0.34
P -1.3339 -1.5562 0.7588 0.95
C -2.4669 -0.9800 2.1299 -0.47
C -3.3511 0.2003 1.7028 -0.09
C -3.3990 -2.0637 2.6882 -0.07
C -1.1967 -3.3925 0.7937 -0.54
C -0.7270 -3.8981 2.1636 -0.09
C -2.4250 -4.1729 0.3082 -0.07
C 1.5227 0.8348 3.5842 -0.52
C 0.7326 -0.4247 3.9635 -0.11
C 1.3328 1.9461 4.6270 -0.07
H 2.6679 4.2024 -0.0641 0.11
H 1.0029 3.6383 -0.1898 0.06
H 2.3473 2.5444 -0.5828 0.03
H 1.5729 3.6453 2.1506 0.11
H 4.1510 2.1149 1.4974 0.06
H 3.6009 2.5633 3.1157 0.07
H 3.9897 3.8063 1.9437 0.11
H -0.4823 3.0069 2.6449 0.10
H -1.1944 1.3916 2.6733 0.09
H 2.3275 1.8054 -2.5966 0.08
H 1.4618 0.8696 -3.8020 0.12
H 1.7543 -1.2379 -4.0277 0.11
H 2.6610 -3.2753 -1.9444 0.01
H 3.5634 -2.6554 -3.3277 0.09
H 2.2027 -3.7357 -3.5913 0.11
H -0.0439 -2.7634 -2.0936 0.06
H -0.0993 -2.8302 -3.8630 0.11
H -0.5499 -1.3346 -3.0346 0.06
H 3.9690 -1.4094 -1.4596 0.07
H 4.3597 1.2235 -2.9764 0.08
H 4.0624 -0.3286 -3.7860 0.09
H 5.4943 -0.1003 -2.7942 0.11
H 4.1570 1.4940 -0.5668 0.07
H 5.1511 0.1291 -0.0701 0.11
H 3.4895 0.2423 0.4993 0.01
H 1.7069 3.1663 -4.2172 0.13
H 1.1282 5.4267 -4.9145 0.14
H -0.9025 6.5425 -4.0041 0.14
H -2.3880 5.3699 -2.4100 0.13
H -4.4072 4.3014 -1.7130 0.12
H -5.3428 5.5068 0.2006 0.13
H -4.3029 5.2462 2.4389 0.13
H -2.3854 3.7586 2.7585 0.11
H -3.6452 3.4725 -3.7956 0.13
H -5.2784 2.0222 -4.9477 0.14
H -5.5158 -0.3742 -4.3243 0.14
H -4.1243 -1.3327 -2.5687 0.13
H -1.9384 -1.9644 -1.5244 0.08
H -3.3628 -1.5489 -0.5722 0.11
H -1.7941 -0.6551 2.9232 0.07
H -4.1814 -0.1468 1.0800 0.10
H -2.8274 0.9839 1.1733 0.03
H -3.7956 0.6403 2.5974 0.11
H -4.0783 -2.4433 1.9216 0.09
H -4.0189 -1.5966 3.4560 0.11
H -2.8886 -2.8951 3.1611 0.06
H -0.3931 -3.5503 0.0739 0.05
H -1.5425 -3.9407 2.8796 0.07
H 0.0654 -3.2822 2.5947 0.05
H -0.3575 -4.9181 2.0671 0.09
H -3.2600 -4.1066 1.0036 0.08
H -2.1617 -5.2314 0.2362 0.10
H -2.7680 -3.8641 -0.6816 0.08
H 2.5827 0.5763 3.5179 0.11
H -0.2530 -0.1654 4.3567 0.08
H 1.2521 -0.9763 4.7483 0.09
H 0.5966 -1.1097 3.1141 0.00
H 0.2720 2.1270 4.8189 0.09
H 1.7986 2.8896 4.3398 0.08
H 1.7869 1.6362 5.5698 0.11
C 1.6790 -5.5938 -0.3602 0.03
N 2.1762 -5.3631 0.9985 -0.09
C 2.4675 -6.3914 1.8797 0.02
C 2.9256 -5.8248 3.0127 0.02
N 2.9139 -4.4581 2.8114 -0.10
C 3.3710 -3.4678 3.7963 0.02
C 2.4379 -4.1890 1.5872 -0.59
Se 2.4769 -2.4616 0.7982 0.80
H 2.1047 -6.5216 -0.7325 0.12
H 1.9867 -4.7797 -1.0089 0.05
H 0.5952 -5.6845 -0.3630 0.10
H 2.3330 -7.4287 1.6172 0.15
H 3.2781 -6.2763 3.9276 0.15
H 3.8998 -3.9876 4.5893 0.11
H 2.5218 -2.9398 4.2225 0.08
H 4.0487 -2.7610 3.3265 0.09